Entry 1:
C12H22ClO8PS2 | the ωB97M-V functional and the def2-TZVPD basis

```
46
Properties=species:S:1:pos:R:3:forces:R:3:nbo_charge:R:1
O -0.924 -1.210 3.915 2.306 -4.766 -6.521 -0.576
C -0.487 -2.009 2.937 -0.144 3.405 4.633 0.794
O 0.859 -2.630 3.154 -2.253 2.427 -1.340 -0.738
C -1.255 -2.338 1.528 -0.206 -0.504 0.335 -0.530
C -2.733 -1.648 1.363 -0.437 0.206 0.293 -0.434
C -2.880 -0.801 -0.050 -1.450 -0.104 0.265 -0.449
C -2.624 0.832 0.138 -0.996 -1.456 1.777 0.071
O -2.765 1.521 -1.154 2.542 -1.768 0.202 -0.628
S -1.455 1.225 -2.202 1.329 4.728 -7.047 2.098
O -0.926 2.647 -2.641 -1.854 -5.094 2.743 -0.878
O -1.823 0.492 -3.517 0.624 1.069 5.513 -0.844
C 0.036 0.432 -1.310 0.535 -1.359 2.010 -0.410
C 1.416 0.472 -2.198 0.001 -0.497 -1.464 -0.442
C 1.894 -1.073 -2.602 0.536 0.109 -0.295 -0.408
C 3.543 -1.263 -2.556 -0.827 -1.452 0.056 -0.442
C 4.129 -1.200 -1.021 -0.231 -0.231 -0.277 -0.086
O 4.932 0.031 -0.849 -1.562 -0.315 0.585 -0.740
C 0.123 1.185 0.143 -0.436 1.848 -0.940 -0.200
Cl 1.489 0.463 1.206 -1.171 0.478 -0.992 -0.093
C -1.277 1.203 0.991 0.530 -0.087 0.791 -0.630
P -1.508 3.005 1.696 0.691 1.568 0.633 1.674
O 0.020 3.423 2.470 -2.406 -2.771 -0.516 -0.952
O -2.747 2.924 2.919 2.730 0.973 -0.988 -0.968
S -1.805 4.342 0.311 0.029 -1.002 1.126 -0.493
H 1.517 -1.869 3.262 -1.527 -1.315 0.112 0.503
H -0.606 -2.002 0.614 -0.794 -0.680 2.018 0.239
H -1.389 -3.519 1.450 0.547 2.562 0.257 0.267
H -3.016 -0.905 2.248 0.904 -1.656 -1.734 0.248
H -3.539 -2.519 1.429 1.713 1.989 -0.394 0.239
H -4.033 -0.891 -0.347 2.576 0.313 0.462 0.247
H -2.287 -1.268 -0.945 -0.953 0.909 1.769 0.221
H -3.545 1.201 0.805 2.034 -0.607 -1.666 0.255
H -0.186 -0.708 -1.087 0.126 2.403 -0.656 0.248
H 2.314 1.027 -1.691 -2.073 -0.951 -0.565 0.234
H 1.228 1.012 -3.236 0.218 -0.903 2.402 0.276
H 1.486 -1.313 -3.683 0.854 0.491 2.215 0.231
H 1.457 -1.894 -1.891 0.696 1.669 -1.138 0.196
H 4.120 -0.565 -3.297 -1.127 -1.117 1.677 0.237
H 3.730 -2.380 -2.933 -0.399 2.406 0.675 0.214
H 4.811 -2.158 -0.857 -1.124 2.370 -0.287 0.195
H 3.282 -1.264 -0.191 1.574 0.183 -1.926 0.175
H 4.362 0.790 -0.520 0.830 -1.680 -0.591 0.472
H 0.445 2.314 -0.061 -0.594 -2.484 0.396 0.295
H -1.101 0.534 1.952 -0.846 0.956 -2.095 0.301
H 0.404 2.574 2.843 -0.430 1.305 -0.332 0.492
H -2.686 3.776 3.464 -0.087 -1.568 -1.179 0.519
```
Forces are in eV/Å.

The value obtained for the highest occupied orbital energy is -9.249 eV. As for the frontier orbital gap: 8.950 eV. As for the SMILES: O=C(O)CCC[C@@H]1OS(=O)(=O)[C@@H](CCCCO)[C@H](Cl)[C@H]1P(O)(O)=S.


Entry 2:
C12H22CuN6S | the ωB97M-V functional and the def2-TZVPD basis

```
42
Properties=species:S:1:pos:R:3:forces:R:3:nbo_charge:R:1
Cu -0.827 0.301 -0.320 0.724 0.217 -0.460 1.298
C -0.399 -1.142 3.697 0.542 -0.970 0.631 -0.720
C -0.596 -0.959 2.250 -0.321 2.370 -0.528 0.310
N -0.739 0.211 1.674 0.181 -2.035 0.878 -0.328
N -0.716 1.333 2.414 0.405 0.957 1.711 -0.423
C -0.928 2.510 1.807 -0.564 1.071 -1.392 0.356
N -0.902 3.646 2.515 0.193 -0.832 -0.441 -0.731
S -1.284 2.555 0.107 0.153 -0.039 0.847 -0.228
C -0.676 -2.067 1.335 -0.123 -1.822 -1.405 0.110
C -0.730 -3.397 1.760 0.086 0.842 -1.245 -0.168
C -0.728 -4.419 0.808 0.170 0.018 -0.329 -0.120
C -0.709 -4.094 -0.539 0.206 0.450 0.214 -0.196
C -0.637 -2.732 -0.890 -0.675 -0.666 -0.331 0.080
N -0.680 -1.760 -0.006 0.136 0.285 1.225 -0.527
H 0.377 -0.520 4.143 -0.084 0.345 -0.182 0.256
H -0.053 -2.162 3.914 -0.191 0.342 -0.101 0.268
H -1.329 -1.014 4.235 -0.306 0.199 0.202 0.277
H -0.537 1.330 3.438 -0.211 -0.403 -1.053 0.420
H -0.544 3.646 3.459 -0.152 0.268 0.025 0.420
H -1.051 4.534 2.035 0.083 -0.436 0.277 0.453
H -0.816 -3.629 2.786 0.126 -0.264 0.892 0.241
H -0.680 -5.460 1.112 -0.303 0.163 0.034 0.261
H -0.761 -4.866 -1.299 0.184 0.153 0.019 0.263
H -0.616 -2.413 -1.931 0.028 -0.241 0.117 0.210
N -1.195 0.414 -2.378 -1.076 0.464 1.202 -0.879
C -0.032 0.582 -3.268 0.857 -0.309 -1.010 -0.233
C 0.678 1.949 -3.063 0.576 -0.613 0.738 -0.421
C 2.072 1.955 -2.374 -0.716 -1.247 0.019 -0.404
C 2.136 1.558 -0.881 1.061 0.692 -0.535 -0.228
N 1.520 0.279 -0.500 0.236 -0.689 0.184 -0.915
H -1.771 -0.416 -2.572 0.389 0.442 -0.363 0.405
H -1.833 1.233 -2.467 0.559 -0.832 -0.144 0.410
H -0.361 0.553 -4.323 -0.038 -0.164 0.494 0.225
H 0.646 -0.302 -3.138 -0.475 0.838 0.005 0.196
H 0.010 2.580 -2.502 -0.376 0.438 0.279 0.202
H 0.823 2.444 -4.012 -0.122 -0.054 -0.369 0.246
H 2.470 2.957 -2.442 0.176 0.265 -0.040 0.243
H 2.727 1.308 -2.980 -0.012 0.140 0.281 0.212
H 1.661 2.355 -0.313 -0.101 -0.006 0.177 0.193
H 3.211 1.548 -0.599 -0.538 0.137 -0.136 0.203
H 1.911 0.034 0.429 -0.434 0.110 -0.722 0.382
H 1.888 -0.461 -1.119 -0.251 0.414 0.336 0.382
```
Forces are in eV/Å.

The energy above the lowest of the compared OMol25 structures with the same formula, charge and spin is 0.000 eV. The value obtained for the highest occupied orbital energy (alpha / beta) is -15.603 / -15.563 eV. As for the frontier orbital gap (alpha / beta): 8.215 / 8.117 eV. Its total charge is +2. Its expectation value of S² is 0.7540. The spin multiplicity is 2.